Entry 1:
8
Properties=species:S:1:pos:R:3:forces:R:3:nbo_charge:R:1 method="wB97M-V/def2-TZVPD" smiles="FC1=NC1.F" homo_energy_ev=-11.6 orbital_gap_ev=12.34 e_lumo_ev=0.75
F -3.466429 -0.681736 -0.037594 0.527 -0.049 0.175 -0.585
F -1.101605 2.252068 -0.077006 -0.324 -0.049 0.094 -0.252
C -0.490940 1.121734 0.064197 0.728 -1.006 -0.031 0.612
H 1.452024 0.476188 0.811888 0.074 -0.154 0.111 0.195
H 1.155121 0.124542 -0.969337 0.052 -0.107 -0.059 0.196
C 0.751405 0.412412 -0.008376 0.201 0.568 -0.146 -0.309
H -2.554970 -0.728985 0.202320 -0.383 0.029 -0.170 0.570
N -0.672339 -0.084270 0.317989 -0.875 0.769 0.024 -0.426

***

Entry 2:
76
Properties=species:S:1:pos:R:3:forces:R:3:lowdin_charge:R:1 method="wB97M-V/def2-TZVPD" homo_energy_ev=-11.1 orbital_gap_ev=8.55 e_lumo_ev=-2.54 charge=+1
H -3.526120 -1.271886 8.246831 -0.070 -1.026 -0.597 0.124
C -3.292908 -7.203747 -1.541254 -0.113 -0.214 0.166 -0.063
C -2.061371 1.579829 4.026857 -0.870 -0.117 0.200 -0.036
N -3.930892 -3.979846 4.572642 0.431 -0.924 0.611 -0.017
C -5.219753 -1.658025 -0.536223 -0.213 0.064 0.234 -0.013
C -0.663299 -0.736293 3.415573 -0.922 0.056 -0.493 -0.031
C -5.895006 0.299493 -2.043206 -0.657 0.354 -0.710 -0.051
H -0.102171 -2.204102 1.229600 0.680 -1.661 0.013 0.103
H -6.016545 -2.241857 -0.989499 0.038 -0.177 0.411 0.119
C -4.068521 -5.291260 3.920583 0.468 -0.063 0.999 -0.099
N -2.938183 -3.126561 2.702618 -0.047 4.420 1.613 0.032
C -4.263039 -4.679070 8.211975 0.200 0.141 -0.799 -0.057
C -3.681204 -2.288401 7.810728 -0.421 -0.356 0.245 -0.042
H 2.265453 -2.405023 1.750592 -0.264 -0.547 -0.618 0.109
C -4.009149 -3.372867 8.690103 0.084 0.061 -1.218 -0.066
C -2.905088 -8.364895 -0.855347 -0.497 0.053 -0.247 -0.073
H -4.520627 -5.514302 8.901989 0.305 0.896 -0.563 0.122
C 1.843899 -5.444764 0.241462 -0.017 0.200 -0.192 -0.068
C -0.032110 0.268814 4.105518 -0.153 -0.527 0.604 -0.016
H -0.185031 -1.708362 3.245875 -0.059 0.541 0.057 0.113
H -5.809748 1.400015 -1.863619 -0.620 -0.875 -0.248 0.093
C -3.917361 -5.168990 2.424104 0.370 -1.308 0.431 -0.094
H -0.045359 -6.283809 -0.264999 0.266 0.248 0.294 0.107
H -4.097355 -3.222447 9.759341 0.158 0.299 -0.122 0.104
C -3.922080 -3.844824 5.971139 -0.489 -1.081 0.732 -0.236
C -1.955463 -4.503721 0.807603 1.164 -0.004 -0.607 -0.131
C -2.708196 0.626189 3.270561 0.293 -0.673 -0.500 -0.110
H -3.188539 -9.355955 -1.265248 0.380 0.790 0.325 0.116
H -2.356527 0.589713 0.718883 0.067 -0.294 -0.110 0.123
C -3.139335 -0.074828 0.367631 0.204 -0.335 0.503 -0.017
C -0.747669 1.406370 4.434394 -0.078 0.149 0.296 -0.281
H -0.413121 2.507647 6.306689 0.027 -0.269 -0.599 0.101
H 2.369922 -6.320663 -0.199703 -0.395 0.881 0.392 0.121
C -3.387458 -2.963170 3.920918 -0.925 -0.390 0.779 -0.434
H -3.919471 -6.200697 2.032819 -0.196 0.647 -0.033 0.132
C -4.194364 -4.935222 6.819289 -0.008 0.776 0.841 0.000
H 0.943184 0.089845 4.544125 0.100 0.222 -0.226 0.124
H -1.381516 -6.925116 1.830561 -0.317 0.040 -0.407 0.134
C -3.028448 -5.934811 -1.012980 0.554 -0.381 0.345 -0.017
H -4.360937 -5.942864 6.422424 0.001 0.522 0.215 0.111
C -0.371708 -4.398246 0.736866 0.870 0.804 0.033 -0.120
C -2.506187 -1.676184 2.128139 3.305 -4.334 -1.895 -0.160
H -0.467885 3.432830 4.794162 0.630 -0.197 0.364 0.095
C -1.985529 -0.543495 2.949614 0.416 -0.415 0.731 -0.319
H -1.806316 -4.921966 2.933753 -0.544 0.388 -0.237 0.172
H -4.646599 -3.087932 0.986289 0.297 0.572 -0.530 0.091
H -3.843446 -7.274794 -2.478665 0.176 -0.096 0.198 0.108
C -3.641884 -2.546227 6.416416 -0.824 -0.856 0.207 -0.375
H -3.316882 -5.015984 -1.516367 -0.059 -0.213 -0.092 0.118
H -2.633952 2.417505 4.432874 0.285 -0.020 -0.393 0.131
H -1.973509 -9.165087 0.942399 -0.142 0.613 -0.411 0.117
C -1.954028 -6.996266 0.895603 -0.054 -0.318 -0.559 -0.090
H -3.277321 -5.905108 4.397142 -0.282 -0.073 -0.668 0.146
C -2.248353 -8.255792 0.378399 -0.022 -0.230 0.093 -0.068
C -0.124291 2.478813 5.235236 0.422 0.886 0.416 -0.047
C -3.964605 0.360038 -0.630144 0.641 0.232 0.746 -0.045
H -3.762751 1.303492 -1.094916 -0.012 0.444 -0.127 0.119
S -3.416351 -1.533368 4.953523 0.353 -0.222 1.375 1.231
H -4.706787 -4.551848 1.982859 0.082 -0.527 0.083 0.123
C -3.377709 -1.311932 0.989624 -0.367 0.029 -0.468 -0.171
C -2.318311 -5.837720 0.177620 -0.340 -0.009 0.604 -0.257
H 3.639011 -4.342069 0.835108 -0.755 -0.049 0.118 0.112
C 0.441796 -5.432701 0.213829 -0.386 -0.314 0.149 -0.042
H -2.326611 -3.643629 0.220671 -0.188 -0.553 0.189 0.138
H -5.525665 0.139594 -3.082017 -0.124 -0.106 0.697 0.100
C 2.536456 -4.363898 0.800928 -0.443 0.141 0.339 -0.080
H -1.495279 -2.264859 1.865688 -2.203 2.332 -0.674 0.115
H -4.999294 -5.739850 4.215485 -0.629 0.028 0.073 0.132
C -4.399953 -2.138453 0.493881 -0.269 0.486 0.133 -0.010
C -5.063318 -0.364170 -1.004439 0.337 -0.367 -1.204 -0.294
C 1.773036 -3.276983 1.277558 -0.316 0.083 -0.507 -0.074
H -6.931621 -0.074416 -2.000666 0.278 0.515 -0.105 0.087
H 0.966830 2.351545 5.182177 -0.317 0.505 0.105 0.088
C 0.360616 -3.234004 1.116069 0.370 0.232 0.257 -0.053
C -2.572999 -4.482867 2.253399 0.680 0.514 -1.117 -0.192
H -3.768703 0.732142 2.989654 0.679 -0.040 0.063 0.137

***

Entry 3:
17
Properties=species:S:1:pos:R:3:forces:R:3:nbo_charge:R:1 method="wB97M-V/def2-TZVPD" homo_energy_ev="-13.0 / -11.0" orbital_gap_ev="8.40 / 5.59" e_lumo_ev="-4.63 / -5.45" charge=+1
H 2.991886 2.000240 -0.037403 -1.720 0.906 -0.576 0.438
H 0.760893 -1.575945 1.416830 -1.721 0.712 1.924 0.209
H 1.536307 3.050628 -0.291428 0.205 0.133 -0.106 0.431
H -0.312574 2.245327 0.497135 0.289 1.924 0.509 0.426
C 1.511007 -1.693995 0.737712 1.340 -0.518 -2.703 -0.474
N -2.700476 -1.106554 -0.289874 -5.049 2.719 1.574 -0.666
C 1.212567 1.016821 -0.072174 -2.473 3.568 0.264 0.304
H -3.451095 -0.286095 0.010687 1.902 -2.996 -1.005 0.462
H 1.561859 -2.682450 0.253118 0.412 0.597 0.318 0.234
O -2.416955 1.408225 0.451575 0.098 0.678 -0.229 -0.576
C -1.535627 -0.620216 -0.246360 3.685 2.565 -0.597 -0.055
H -2.918287 -1.978124 -0.653641 -0.754 -1.630 -0.585 0.419
H -0.626458 -1.046974 -0.607625 0.036 -0.984 -0.205 0.198
N -0.135443 1.348523 0.150327 2.060 -2.358 -0.682 -0.588
C -1.457222 0.760619 0.064944 0.698 -1.644 0.823 0.513
N 1.970088 2.142039 -0.275408 1.358 -2.486 1.029 -0.729
S 2.166256 -0.397825 -0.220829 -0.366 -1.187 0.247 0.455

***

Entry 4:
29
Properties=species:S:1:pos:R:3:forces:R:3:nbo_charge:R:1 method="wB97M-V/def2-TZVPD" smiles="CCCCN[C@H]1CCS(=O)(=O)C1" homo_energy_ev=-9.2 orbital_gap_ev=9.97 e_lumo_ev=0.74
C 0.302983 1.958108 -0.612175 1.695 -0.637 -0.535 -0.433
H -0.204714 2.633887 -1.272450 0.217 0.957 -0.273 0.219
O 3.373540 2.273854 -2.485854 0.927 0.104 -0.288 -0.933
H -0.220490 1.961481 0.284846 -1.005 -0.019 1.740 0.225
C 1.829462 2.277855 -0.341323 -0.460 0.239 2.978 -0.697
C -2.406982 -1.151570 1.766116 1.154 0.511 0.291 -0.393
H -1.006089 -2.766183 2.635311 -1.682 0.241 -1.058 0.211
H 1.998589 3.353706 -0.430965 0.207 -0.201 -0.434 0.256
O 3.625529 0.365257 -0.784491 -1.780 1.691 -2.077 -0.926
H 1.709358 -0.180746 -2.852881 -0.256 -1.247 -0.198 0.259
H -1.746380 -2.015121 -0.051905 -0.144 -0.164 -0.656 0.201
H 2.184314 2.071923 0.818432 -0.953 -0.051 -3.141 0.259
C 0.176156 0.625968 -1.335953 1.904 -1.877 -1.081 -0.033
H -1.849770 -0.329620 2.385542 -1.852 -1.223 -0.454 0.194
C -2.105147 -2.573745 2.342470 -0.934 0.164 0.211 -0.632
C 1.363875 0.694716 -2.360495 -1.020 1.288 -1.040 -0.680
H -2.570109 -3.259787 1.521403 1.232 0.549 1.861 0.209
H -3.572163 -0.976126 1.592976 2.641 -0.261 0.605 0.213
H 1.160600 1.435857 -3.193426 0.198 -0.638 1.088 0.257
H 0.083298 -0.128692 1.500282 -0.167 -0.915 -1.267 0.141
H 1.545972 -0.754020 -0.502425 -1.558 0.338 -0.476 0.381
H -2.130521 -0.289232 -0.110721 1.055 0.154 -0.401 0.204
C -1.592795 -1.067850 0.445138 -1.767 -0.355 1.172 -0.421
H -2.644346 -2.662353 3.311400 0.109 -0.417 -0.693 0.212
C -0.097938 -0.957656 0.693425 -1.542 4.559 -0.866 -0.207
N 0.499168 -0.657595 -0.624927 1.592 -0.070 1.089 -0.646
S 2.797878 1.352971 -1.552378 0.519 -0.571 2.750 2.136
H -0.770426 0.573164 -1.938787 0.709 -0.218 0.895 0.217
H 0.267146 -1.808450 1.153814 0.963 -1.931 0.257 0.208

***

Entry 5:
56
Properties=species:S:1:pos:R:3:forces:R:3:mulliken_spin:R:1 method="wB97M-V/def2-TZVPD" s2=8.754 homo_energy_ev="-7.3 / -7.3" orbital_gap_ev="7.26 / 7.19" e_lumo_ev="-0.06 / -0.15" multiplicity=6
H 3.935488 1.514692 -1.646111 -0.041 0.022 0.006 0.000
C -4.552081 -3.206940 -2.811496 0.062 0.022 0.032 0.002
H -0.700617 -0.545290 6.236564 -0.001 -0.002 0.001 0.000
C 2.897815 5.496453 -1.039332 0.007 0.013 0.006 0.001
H 4.178659 4.940138 0.590286 0.002 0.004 0.000 0.000
C 4.291157 -0.597373 -1.735434 -0.016 -0.041 0.011 0.004
C 2.448358 -1.928983 -1.055594 -0.022 0.040 0.036 0.003
C 1.377976 3.796053 -1.804809 0.024 0.018 0.003 0.001
H 0.454699 1.201538 4.692660 0.008 0.016 -0.013 0.000
H 4.306495 -2.758673 -1.721165 0.011 0.006 0.001 -0.001
Mn -0.380311 -0.947618 -0.025113 -0.377 0.190 -0.227 4.747
H -3.228661 -5.568697 -0.775729 -0.015 -0.011 -0.004 0.000
H 0.578121 3.475647 -2.458205 0.000 -0.007 -0.001 0.000
Cl -5.591788 -5.674356 -2.387483 -0.039 -0.072 0.009 0.000
C 0.777339 0.334260 2.662885 0.012 0.025 0.088 0.020
C 1.879600 2.908821 -0.856506 -0.003 0.062 -0.038 0.001
C -1.300983 -3.916004 -0.225186 -0.040 0.053 -0.044 0.012
H -0.905109 -2.363609 2.952612 0.008 -0.009 -0.007 -0.004
H 1.963383 -2.879345 -0.867115 0.017 -0.012 -0.003 -0.006
N 0.110176 1.259093 -0.480261 0.024 -0.367 0.130 0.026
N -0.408777 -0.692729 4.182098 -0.030 -0.002 -0.011 0.003
H 1.495389 5.761982 -2.641219 0.002 0.003 0.000 0.000
H 3.291180 6.502135 -1.111867 0.005 0.000 0.003 0.000
H 3.286515 2.647460 0.743327 -0.005 -0.006 0.003 0.000
C -0.382111 -1.426349 3.054652 0.040 0.006 0.008 -0.004
C -2.391924 -3.603498 -1.092866 0.115 0.056 0.030 0.005
C -2.498995 -2.339386 -1.764801 -0.022 -0.016 -0.032 -0.007
C 1.889485 5.080543 -1.898313 -0.015 -0.018 -0.008 -0.001
H -1.312236 -4.945366 0.172649 0.003 -0.004 -0.027 0.003
O -0.359757 -3.187844 0.125655 -0.126 0.199 0.053 0.039
O -1.683088 -1.385328 -1.642426 0.382 -0.171 0.098 0.046
H 1.374077 1.032245 2.101095 -0.009 0.003 -0.014 0.000
H -2.652832 3.716007 -0.328150 -0.014 0.009 0.032 -0.001
C 3.396379 4.621156 -0.086344 0.006 0.014 0.005 0.000
C 0.326963 0.441709 3.942296 0.016 0.004 -0.013 -0.005
C 2.227453 0.375287 -1.003354 0.040 -0.187 -0.054 -0.023
S -2.380158 0.398562 0.897433 -0.134 0.075 -0.024 0.037
C 2.890735 3.332194 0.001347 -0.018 -0.015 -0.016 0.001
H -1.273619 -2.047504 5.506341 -0.017 0.001 -0.014 0.000
C -4.404019 -4.431719 -2.129378 0.040 0.044 0.012 0.003
C -3.349676 -4.625862 -1.295239 -0.020 -0.022 -0.015 -0.002
H -2.193000 -0.543888 5.271947 0.001 0.002 0.013 0.000
C -1.195849 -0.971592 5.367353 0.018 -0.013 0.020 0.000
N 0.328135 -0.840950 2.116263 0.105 -0.156 0.010 0.039
Cl -3.824336 -0.711673 -3.476201 -0.025 0.031 -0.035 0.000
H -3.794178 2.662589 0.450435 -0.002 -0.010 0.005 0.001
H -5.394755 -3.061519 -3.473186 0.002 0.018 -0.009 0.000
C 3.530686 0.528532 -1.474528 -0.001 -0.032 0.008 0.003
C 1.341614 1.529123 -0.752879 -0.069 0.130 -0.078 0.045
C -1.932410 1.895914 0.183104 0.074 -0.039 0.183 -0.001
H 5.301588 -0.489244 -2.107988 0.002 -0.013 -0.002 0.000
C 3.747609 -1.855194 -1.524656 0.027 0.012 -0.013 -0.005
N -2.845624 2.895671 0.222611 0.066 0.011 -0.087 0.001
N -0.762482 2.260931 -0.339450 -0.102 0.095 -0.004 -0.018
N 1.711644 -0.851212 -0.802307 0.061 0.072 -0.039 0.029
C -3.639326 -2.211007 -2.638898 -0.019 -0.031 0.026 0.006